1.
Entry from the OMol25 dataset: a structure of composition C3H6N2O2 in a non-equilibrium geometry (ωB97M-V/def2-TZVPD).

The geometry in XYZ format:
```
13
C3H6N2O2 | the OMol25 dataset | ωB97M-V/def2-TZVPD
C -0.273 -1.623 -0.422
C -0.200 -0.593 0.415
C 1.007 0.317 0.581
N 3.308 0.029 0.348
N 0.513 1.924 -0.246
O 4.180 -0.548 -0.233
O 1.964 -0.033 -0.282
H -1.062 -2.321 -0.526
H 0.649 -1.982 -0.852
H -1.008 -0.327 1.032
H 1.293 0.565 1.590
H 0.008 2.702 0.292
H -0.138 1.508 -0.920
```

Results
**Lowest unoccupied orbital energy**: -0.5 eV
**Charge**: 0
**ΔE to the lowest compared entry with this formula, charge and spin**: 155.9 kcal/mol

Löwdin population analysis, charges in e, atoms 1 to 4:
1 C 0.0347
2 C -0.1383
3 C -0.2956
4 N 0.0497



2.
Entry from the OMol25 dataset: a cluster of 2 separate species, C5H8O in total (ωB97M-V/def2-TZVPD).

The geometry in XYZ format:
```
14
C5H8O | the OMol25 dataset | ωB97M-V/def2-TZVPD
C 1.675 0.458 0.275
C 0.504 -0.087 0.595
C -0.018 -1.320 0.017
C -1.287 -1.035 -0.301
O -1.793 0.100 0.244
C -0.726 0.681 1.020
H 0.471 0.786 -1.610
H 2.420 -0.126 -0.258
H 1.888 1.515 0.417
H 0.581 -2.117 -0.403
H -1.968 -1.555 -0.961
H -0.101 0.387 -1.899
H -0.983 0.564 2.077
H -0.664 1.746 0.787
```

Results
**Lowest unoccupied orbital energy**: 1.1 eV
**Charge**: 0
**SMILES string**: C=C1C=COC1.[H][H]
**ΔE to the lowest compared entry with this formula, charge and spin**: 66.9 kcal/mol

Löwdin population analysis, charges in e, atoms 1 to 4:
1 C -0.0009
2 C -0.3563
3 C -0.0680
4 C -0.1703



3.
Entry from the OMol25 dataset: a structure of composition C23H19F5N5O4RuSSe in a non-equilibrium geometry (ωB97M-V/def2-TZVPD).

The geometry in XYZ format:
```
59
C23H19F5N5O4RuSSe | the OMol25 dataset | ωB97M-V/def2-TZVPD
Ru -0.848 -0.093 -0.610
O 0.227 -3.631 1.772
C -0.354 -2.853 0.905
O -0.837 -1.758 1.176
C -0.383 -3.331 -0.504
C 0.061 -4.580 -0.926
C -0.050 -4.886 -2.275
C -0.631 -3.960 -3.136
C -1.013 -2.715 -2.634
N -0.863 -2.410 -1.344
C -1.601 -1.577 -3.437
O -2.097 -1.804 -4.630
O -1.617 -0.461 -2.962
H 0.246 -3.262 2.677
H 0.468 -5.280 -0.211
H 0.305 -5.835 -2.646
H -0.753 -4.200 -4.182
H -2.076 -2.722 -4.943
F -4.149 0.096 5.462
C -3.119 0.296 4.662
C -2.070 -0.625 4.613
F -2.078 -1.705 5.382
C -1.022 -0.426 3.725
F -0.020 -1.320 3.676
C -0.991 0.655 2.852
Se 0.412 0.890 1.589
C -2.023 1.581 2.945
F -1.980 2.654 2.142
C -3.075 1.419 3.834
F -4.053 2.315 3.868
C -3.618 4.826 -0.234
N -3.340 3.453 -0.549
C -4.273 2.501 -0.839
C -3.599 1.327 -1.024
N -2.270 1.567 -0.838
C -2.145 2.860 -0.573
H -4.459 4.877 0.456
H -3.874 5.393 -1.129
H -2.751 5.282 0.236
H -5.318 2.726 -0.896
H -3.977 0.353 -1.287
H -1.212 3.361 -0.381
C 6.205 -0.088 -2.288
C 5.071 0.274 -1.416
C 5.173 0.727 -0.121
C 3.999 1.067 0.580
N 2.797 0.902 0.031
C 2.706 0.454 -1.208
S 1.224 0.256 -2.033
N 3.825 0.156 -1.930
C 4.096 1.652 1.929
H 7.149 0.017 -1.764
H 6.225 0.546 -3.176
H 6.099 -1.116 -2.633
H 6.134 0.850 0.351
H 3.703 -0.136 -2.896
H 4.732 1.041 2.567
H 3.114 1.769 2.376
H 4.570 2.630 1.847
```

Results
**Lowest unoccupied orbital energy (spin up / spin down)**: -7.3 / -6.7 eV
**Charge**: +2
**Spin multiplicity**: 2
**ΔE to the lowest compared entry with this formula, charge and spin**: 62.1 kcal/mol

Löwdin population analysis, charges in e, atoms 1 to 4:
1 Ru 0.9668
2 O 0.2007
3 C -0.4363
4 O -0.0518